Molecular formula: H20O10
Method: DFT, ωB97M-V/def2-TZVPD

For the LUMO energy, the calculation gives -0.21 eV. As for the energy above the lowest of the compared OMol25 structures with the same formula, charge and spin: 415.0 kJ/mol. The frontier orbital gap comes out at 10.48 eV. The SMILES is O.O.O.O.O.O.O.O.O.O. As for the total energy: -764.323843 hartree.

Structure (XYZ):
```
30
Properties=species:S:1:pos:R:3:forces:R:3:nbo_charge:R:1
O -1.9651 -2.1934 -1.3099 2.2 -0.2 -1.0 -0.990
H -2.3274 -3.0482 -1.1997 -1.4 -1.3 0.5 0.457
H -1.0711 -2.5201 -1.6947 -1.2 1.6 0.5 0.497
O 1.4157 2.8980 -0.7825 -0.8 0.2 -2.4 -0.971
H 0.7316 2.5756 -1.4445 1.3 0.5 1.9 0.445
H 1.2496 2.5071 0.0775 -0.5 -0.3 0.4 0.505
O 2.4047 0.3946 -1.9546 0.4 0.7 -1.4 -0.956
H 1.6828 0.1443 -1.3935 -0.6 -0.2 0.9 0.475
H 2.1744 1.2971 -2.2544 0.5 -0.7 0.5 0.469
O 2.0950 -1.8130 2.3658 0.5 -2.5 -1.8 -0.955
H 1.9878 -2.1220 1.3897 0.3 0.9 2.4 0.481
H 2.5572 -2.6127 2.7708 -0.9 1.6 -0.7 0.476
O 0.5937 -2.1786 -1.9807 0.5 -3.7 -5.6 -0.938
H 0.5813 -1.6946 -1.2504 -0.2 3.2 5.6 0.480
H 0.7690 -1.4970 -2.6343 0.2 -0.2 -0.5 0.478
O -0.4553 -0.0388 2.5117 -2.9 3.9 -1.7 -1.005
H -1.3190 -0.4849 2.2818 0.4 1.2 -0.1 0.493
H -0.0226 -0.7220 2.8382 4.1 -4.7 2.7 0.466
O -2.3643 -0.6295 1.2598 -0.9 -0.4 2.0 -0.964
H -1.9387 -0.8299 0.4569 0.3 -0.5 -2.4 0.529
H -3.2262 -0.2596 1.2240 -0.9 0.2 -0.7 0.494
O 0.4140 2.4731 1.7147 -1.8 6.3 -4.3 -0.943
H 0.4233 1.7996 2.2629 -0.2 -5.6 4.3 0.487
H -0.5125 2.8568 1.7554 1.9 -0.8 0.1 0.472
O 0.1120 -0.3957 -0.2559 -1.6 3.2 -3.3 -1.049
H -0.3733 0.5147 -0.6332 1.4 -3.2 0.8 0.508
H 0.1255 -0.2007 0.6441 0.3 0.4 3.2 0.496
O -1.2513 1.5905 -1.4795 -0.8 1.3 2.3 -0.955
H -1.4550 2.4089 -0.8975 0.6 -1.7 -2.1 0.515
H -1.0355 1.7806 -2.3880 -0.2 0.7 -0.4 0.502
```
Forces are in eV/Å.


Molecular formula: C4H2Cl2N2O2
Method: DFT, ωB97M-V/def2-TZVPD

For the LUMO energy, the calculation gives -0.90 eV. As for the energy above the lowest of the compared OMol25 structures with the same formula, charge and spin: 219.3 kJ/mol. The frontier orbital gap comes out at 8.92 eV. The SMILES is O=[N+]([O-])[C@@]1(Cl)C=NC=C1Cl. As for the total energy: -1333.844875 hartree.

Structure (XYZ):
```
12
Properties=species:S:1:pos:R:3:forces:R:3:nbo_charge:R:1
C 1.1729 -1.2743 -0.1737 -1.5 1.6 0.2 -0.031
C 1.0074 0.8833 -0.3289 0.1 0.1 0.2 0.085
C -0.1590 -1.0458 -0.1134 1.6 -3.3 -0.2 -0.074
C -0.4270 0.3823 -0.2429 0.1 0.5 -1.1 -0.083
N 1.8447 -0.0487 -0.3072 1.0 -0.3 0.1 -0.354
N -1.1813 0.9083 0.9379 -0.6 -0.4 0.1 0.531
O -0.8541 0.4361 1.9993 0.3 0.1 0.3 -0.348
O -2.0782 1.6708 0.7335 -0.3 0.7 0.1 -0.320
Cl -1.3093 -2.3202 -0.2016 -0.2 0.5 0.3 0.068
Cl -1.2920 0.6569 -1.7624 0.1 0.3 0.2 0.072
H 1.8360 -2.0861 -0.1372 -0.1 -1.5 0.0 0.230
H 1.4397 1.8374 -0.4035 -0.6 1.7 -0.1 0.223
```
Forces are in eV/Å.


Molecular formula: C4H13N2O
Method: DFT, ωB97M-V/def2-TZVPD

For the LUMO energy, the calculation gives -2.91 eV. As for the energy above the lowest of the compared OMol25 structures with the same formula, charge and spin: 373.5 kJ/mol. The frontier orbital gap comes out at 12.73 eV. The SMILES is C[C@@H](O)[N+](C)(C)N. As for the charge: +1. As for the total energy: -344.624594 hartree.

Structure (XYZ):
```
20
Properties=species:S:1:pos:R:3:forces:R:3:nbo_charge:R:1
C 1.6459 -0.9997 0.3031 -0.7 -2.4 2.8 -0.703
C -0.7880 0.4119 -1.5290 1.9 -5.4 -0.4 -0.370
C -1.1572 -0.9597 0.4400 -3.0 -2.0 0.7 -0.462
C 0.8556 0.2961 0.4796 1.2 1.9 -1.5 0.255
N -1.2936 1.4108 0.4976 -0.7 -1.7 0.6 -0.610
N -0.5615 0.2658 -0.0524 -0.4 -0.3 -0.1 -0.092
O 1.4741 1.3394 -0.2977 0.0 -1.0 0.9 -0.715
H 1.2216 -1.7653 -0.4358 0.5 1.4 1.0 0.254
H 1.5994 -1.4987 1.4105 0.3 0.7 -2.8 0.258
H 2.7241 -0.8676 0.0889 -0.7 0.3 0.1 0.260
H -0.6273 1.3812 -1.7039 0.6 3.5 -1.3 0.225
H 0.0173 -0.2918 -2.0753 -1.9 1.7 1.1 0.229
H -1.8064 0.0856 -1.7705 0.4 0.2 0.2 0.246
H -0.9537 -1.0493 1.5120 0.0 0.0 -0.2 0.230
H -2.2605 -0.7810 0.3307 0.9 -0.4 0.2 0.252
H -0.9624 -1.9914 -0.0345 0.3 2.2 0.2 0.275
H 0.6606 0.6812 1.5264 0.7 -0.8 -0.9 0.204
H -1.4748 1.2223 1.5042 0.3 0.3 -0.8 0.381
H -0.6426 2.1490 0.3723 0.5 1.3 0.2 0.384
H 2.3293 0.9612 -0.5663 -0.3 0.7 -0.1 0.500
```
Forces are in eV/Å.


Molecular formula: C34H34GeN2OPd
Method: DFT, ωB97M-V/def2-TZVPD

For the LUMO energy (alpha / beta), the calculation gives -1.52 / -1.53 eV. As for the energy above the lowest of the compared OMol25 structures with the same formula, charge and spin: 283.1 kJ/mol. The frontier orbital gap (alpha / beta) comes out at 4.79 / 4.78 eV. As for the total energy: -3705.376026 hartree.

Structure (XYZ):
```
73
Properties=species:S:1:pos:R:3:forces:R:3:mulliken_charge:R:1
Pd 0.0415 0.3837 0.2162 -1.0 -0.2 -0.6 -0.591
O 0.7469 -2.0306 -2.1028 0.1 -0.1 0.2 -0.542
C -0.5787 -2.5070 -2.2631 -0.3 0.1 -0.1 -0.410
C -1.5480 -1.3486 -2.2066 -0.7 -0.2 -2.9 0.634
C -2.3420 -1.0348 -3.3342 1.2 -1.2 0.9 -0.833
C -3.1637 0.1041 -3.3048 -0.1 0.7 0.8 -0.256
C -3.1614 0.8961 -2.2055 -0.1 0.2 -1.1 -0.613
C -2.2966 0.6077 -1.0278 -0.5 -0.2 1.2 1.097
N -1.5482 -0.6636 -1.0984 1.0 1.5 1.6 -0.793
H 0.6949 -1.4943 -1.2967 0.2 0.1 -0.3 0.155
H -0.8325 -3.2243 -1.4733 0.0 0.0 0.0 0.169
H -0.6314 -3.0146 -3.2243 0.0 0.1 0.0 0.394
H -2.2935 -1.6704 -4.2069 0.0 0.0 0.0 0.297
H -3.7835 0.3526 -4.1568 -0.1 0.0 0.0 0.466
H -3.7968 1.7715 -2.1564 0.0 0.0 0.0 0.310
H -2.9432 0.5752 -0.1361 0.1 0.1 0.2 0.122
C 2.7694 -0.9231 0.5868 0.0 0.0 -0.1 -0.925
N 1.4214 -1.1409 1.1385 -0.1 0.2 0.0 0.198
C 1.0802 -2.5689 1.0609 -0.1 -0.1 0.0 -1.106
C 1.4053 -0.7508 2.5620 0.0 0.0 0.0 -0.961
C 1.4124 0.7376 2.7099 0.0 -0.1 0.1 1.278
C 2.0558 1.3390 3.7835 -0.1 0.0 0.0 -0.994
C 1.9190 2.7020 4.0064 0.0 0.0 0.0 -0.751
C 1.1078 3.4389 3.1592 0.0 0.0 0.0 -1.209
C 0.4901 2.8291 2.0712 0.0 0.0 0.0 0.355
C 0.6556 1.4791 1.7915 0.3 0.1 -0.2 -0.102
H 3.5060 -1.5310 1.1277 0.0 0.0 0.0 0.366
H 3.0326 0.1280 0.6818 0.0 0.0 0.0 0.343
H 2.7885 -1.2016 -0.4662 0.0 0.0 0.0 0.301
H 1.7343 -3.1521 1.7209 0.0 0.0 0.0 0.341
H 1.2047 -2.9398 0.0463 0.0 0.0 0.0 0.453
H 0.0469 -2.7106 1.3751 0.0 0.0 0.0 0.304
H 2.2335 -1.2336 3.0985 0.0 0.0 0.0 0.398
H 0.4727 -1.1399 2.9790 0.0 0.0 0.0 0.368
H 2.6529 0.7337 4.4574 0.0 0.0 0.0 0.406
H 2.4274 3.1750 4.8366 0.0 0.0 0.0 0.371
H 0.9641 4.5008 3.3212 0.0 0.0 0.0 0.498
H -0.1203 3.4444 1.4343 0.0 0.0 -0.1 0.288
C -1.1730 1.6098 -0.7371 -0.3 -1.7 1.0 0.461
Ge -1.4951 3.4863 -1.0653 0.0 1.1 -1.1 0.342
C -3.1271 4.0664 -0.1424 0.0 -0.3 0.2 0.525
C -3.1100 4.3093 1.2320 0.0 0.0 0.0 -0.111
C -4.2686 4.6635 1.9097 0.0 0.0 0.0 -0.800
C -5.4688 4.7782 1.2224 0.0 0.0 0.0 -0.514
C -5.5040 4.5400 -0.1436 0.1 0.0 0.0 -0.885
C -4.3414 4.1884 -0.8176 0.0 0.0 -0.1 -0.304
C 0.0021 4.6434 -0.5936 0.0 -0.1 0.1 -0.084
C 1.3086 4.2073 -0.8076 0.0 0.0 0.0 -0.087
C 2.3843 5.0377 -0.5335 0.0 0.0 0.0 -0.777
C 2.1664 6.3178 -0.0404 0.0 0.0 0.0 -0.498
C 0.8705 6.7649 0.1715 0.0 0.0 0.0 -0.725
C -0.2061 5.9315 -0.1076 0.0 0.0 0.0 -0.056
C -1.7246 3.7877 -2.9958 0.0 -0.1 0.0 0.573
C -2.3003 4.9665 -3.4693 0.0 0.0 0.1 -0.331
C -2.3939 5.2197 -4.8313 0.0 0.0 0.0 -0.764
C -1.8997 4.2976 -5.7437 0.0 0.0 0.0 -0.495
C -1.3068 3.1287 -5.2880 0.0 0.0 0.0 -0.728
C -1.2213 2.8789 -3.9247 0.1 0.0 0.0 -0.486
H -2.1847 4.2196 1.7896 0.0 0.0 0.0 0.354
H -4.2325 4.8478 2.9761 0.0 0.0 0.0 0.434
H -6.3732 5.0536 1.7499 0.0 0.0 0.0 0.383
H -6.4359 4.6314 -0.6877 0.0 0.0 0.0 0.414
H -4.3849 4.0252 -1.8893 0.0 0.0 0.0 0.383
H 1.4869 3.1994 -1.1673 0.0 0.0 0.0 0.369
H 3.3950 4.6845 -0.6959 0.0 0.0 0.0 0.413
H 3.0062 6.9652 0.1781 0.0 0.0 0.0 0.396
H 0.6962 7.7625 0.5554 0.0 0.0 0.0 0.424
H -1.2152 6.2885 0.0697 0.0 0.0 0.0 0.368
H -2.6816 5.7027 -2.7690 0.0 0.0 0.0 0.427
H -2.8479 6.1388 -5.1803 0.0 0.0 0.0 0.409
H -1.9685 4.4943 -6.8061 0.0 0.0 0.0 0.395
H -0.9067 2.4116 -5.9944 0.0 0.0 0.0 0.422
H -0.7498 1.9649 -3.5793 0.0 0.0 -0.1 0.327
```
Forces are in eV/Å.